Entry from the OMol25 dataset: an isolated ion of composition C5H12NS2 and charge +1 at a distorted geometry (wB97M-V/def2-TZVPD).

Computed properties:
ΔE to the lowest compared entry with this formula, charge and spin ... 270.0 kJ/mol
Charge ... +1
Lowest unoccupied orbital energy ... -3.569 eV
Calculated total energy ... -28531.3756 eV
Kohn-Sham gap ... 10.12 eV

Cartesian coordinates (Å):
S -1.467 1.335 -2.001
S 0.974 1.356 -0.557
N 0.678 -1.293 -0.179
C -0.643 -0.815 -0.444
C 1.515 -0.451 -0.985
C -0.705 0.878 -0.407
C 1.118 -1.586 1.151
C -1.494 1.362 0.881
H 2.714 -0.586 -0.802
H 1.329 -0.470 -2.115
H -1.447 2.690 -2.035
H 1.217 1.078 0.792
H -1.242 -1.202 0.378
H 1.895 -2.421 1.070
H -1.018 -1.112 -1.441
H 0.308 -2.178 1.511
H -2.414 0.813 0.711
H 1.278 -0.769 1.930
H -0.872 0.995 1.740
H -1.723 2.375 0.804

What are the Mulliken partial charges on each atom? They are as follows, in elementary charge units: -0.1668, 0.0678, 0.0650, -1.2309, -0.4771, 0.5972, -0.9238, -1.2173, 0.3562, 0.3758, 0.2200, 0.2037, 0.4337, 0.3635, 0.4807, 0.3937, 0.3916, 0.3155, 0.3469, 0.4048